1.
Below is a molecular structure, C2CuLiO4, with properties calculated with ωB97M-V with the def2-TZVPD basis set.

ORCA input file:
```
! RIJCOSX wB97M-V def2-TZVPD def2/J DEFGRID3
* xyz -1 2
O -0.47298 -0.19856 0.45415
Li -1.23411 -0.10582 2.25847
O -1.49043 -1.70403 -0.94282
O -2.06236 -1.47163 1.21702
C -1.39722 -1.20203 0.17134
C 0.59226 0.31643 -0.55205
O 1.27056 1.18205 -0.01918
Cu 3.14232 2.34274 -0.96165
*
```

HOMO level (alpha / beta): -2.9 / -3.6 eV
ΔE to the lowest compared entry with this formula, charge and spin: 0.5 kJ/mol
frontier orbital gap (alpha / beta): 4.8 / 5.4 eV
energy: -2025.20674 a.u.


2.
Below is 9 unconnected molecules or ions with the total composition C22H28Cl2F6N2O22, with properties calculated with ωB97M-V with the def2-TZVPD basis set.

ORCA input file:
```
! RIJCOSX wB97M-V def2-TZVPD def2/J DEFGRID3
* xyz 0 1
C -3.93880 -0.40173 3.42696
N -2.89194 0.50508 3.90788
O -3.25605 1.47795 4.57243
O -1.76807 0.16917 3.55181
H -3.56549 -0.71883 2.45322
H -4.89903 0.10435 3.32725
H -4.07209 -1.25272 4.09491
C -1.11536 5.59072 -4.05640
N -1.67308 6.27994 -2.86618
O -2.95761 6.32130 -2.70026
O -0.79250 6.83125 -2.17133
H -1.81823 4.78551 -4.27020
H -0.15884 5.14808 -3.77848
H -1.05858 6.32310 -4.86169
C 4.97775 0.31599 -3.94491
C 5.19993 0.46797 -5.45984
O 5.77817 -0.76046 -5.71307
C 6.56508 -1.15346 -4.74726
O 7.40663 -2.02065 -4.82331
O 6.19739 -0.32178 -3.70854
F 5.91989 1.52141 -5.85061
H 4.10196 -0.24427 -3.61750
H 4.83484 1.23387 -3.37467
H 4.21149 0.48507 -5.91895
C -0.94015 5.52226 3.28326
C 0.30274 4.89993 2.63162
O 1.46255 5.53864 3.08073
C 1.07732 6.11450 4.28186
O 1.87762 6.59830 5.12034
O -0.26813 6.00219 4.43964
F 0.25627 4.97469 1.31041
H -1.77221 4.87235 3.55415
H -1.22670 6.41775 2.73181
H 0.41087 3.83999 2.86163
C 6.19813 4.36342 2.89626
C 6.53147 4.22405 1.44193
O 5.52456 3.24194 1.02965
C 4.94745 2.64713 2.08623
O 4.15817 1.74371 2.14719
O 5.37437 3.27621 3.24785
F 7.83290 3.73000 1.28234
H 5.79538 5.34140 3.15979
H 7.12806 4.19298 3.43875
H 6.39354 5.14613 0.87726
C -2.65560 -6.41961 2.67084
C -2.83755 -5.46686 1.50535
O -4.22949 -5.36764 1.55965
C -4.80746 -6.48181 2.04940
O -5.99906 -6.64219 1.98922
O -3.86986 -7.17051 2.69614
F -2.55738 -6.03478 0.29497
H -2.57497 -5.90349 3.62750
H -1.76403 -7.03566 2.55390
H -2.41342 -4.46549 1.43138
C 4.76248 -5.63919 -0.37714
C 3.79361 -6.79480 -0.43324
O 2.55073 -6.27452 -0.03055
C 2.71806 -5.18200 0.60634
O 1.76829 -4.49217 1.06536
O 4.00506 -4.84993 0.56657
F 4.01068 -7.76168 0.54491
H 4.96221 -5.23433 -1.36926
H 5.71458 -6.02608 -0.01394
H 3.80287 -7.23904 -1.42856
C -9.08746 -1.65425 -0.73891
C -9.26411 -0.92540 -2.08322
O -8.15489 -0.05939 -2.09950
C -7.16427 -0.61939 -1.43927
O -5.95973 -0.30309 -1.46591
O -7.71052 -1.44295 -0.48995
F -10.38514 -0.21047 -2.05453
H -9.31593 -2.70770 -0.90064
H -9.67416 -1.12420 0.01137
H -9.52279 -1.68132 -2.82469
Cl -0.04639 -2.24265 -2.68837
C -0.56574 -0.80899 -1.60436
C 0.44361 0.31211 -1.53470
Cl 0.56721 0.91927 -3.18909
H -0.66108 -1.10393 -0.55936
H -1.50125 -0.45947 -2.04107
H 1.42239 0.08084 -1.11444
H -0.09113 1.13830 -1.06615
*
```

HOMO level: -10.9 eV
frontier orbital gap: 10.5 eV
SMILES: O=C1OC[C@@H](F)O1.O=C1OC[C@@H](F)O1.O=C1OC[C@@H](F)O1.O=C1OC[C@@H](F)O1.O=C1OC[C@@H](F)O1.O=C1OC[C@@H](F)O1.C[N+](=O)[O-].C[N+](=O)[O-].ClCCCl
energy: -4139.23297 a.u.


3.
Below is a molecular structure, C2H8BrCdF6NO8S2, with properties calculated with ωB97M-V with the def2-TZVPD basis set.

ORCA input file:
```
! RIJCOSX wB97M-V def2-TZVPD def2/J DEFGRID3
* xyz 0 1
Cd 1.46411 -9.22222 0.18284
C 0.01020 -7.19603 3.97989
F -0.90599 -6.74103 3.24541
F 0.10803 -6.41737 5.08517
F -0.39936 -8.35463 4.41712
S 1.67533 -7.37432 2.95222
O 2.50593 -6.21722 3.31103
O 2.22555 -8.61375 3.45274
N 1.21236 -7.54592 1.23241
S 0.97936 -6.03021 0.77135
O 0.77228 -5.02445 1.79549
O 1.96135 -5.60490 -0.21765
C -0.72155 -6.15438 -0.14974
F -1.59126 -6.68046 0.71249
F -1.13719 -4.92591 -0.63998
F -0.60725 -6.90188 -1.23654
Br 4.05289 -9.15482 0.23437
O 1.32984 -10.52130 1.77607
H 0.53980 -10.97385 2.07148
H 1.93218 -10.58120 2.51757
O -0.70688 -9.21770 -0.01088
H -1.27315 -9.10068 0.75194
H -1.30826 -9.42136 -0.72719
O 1.43121 -11.22735 -0.96255
H 0.92296 -12.00318 -0.72594
H 2.21554 -11.57463 -1.38736
O 1.43351 -8.62763 -1.75688
H 1.08928 -9.28951 -2.35659
H 1.54895 -7.84817 -2.30037
*
```

HOMO level: -8.5 eV
ΔE to the lowest compared entry with this formula, charge and spin: 268.4 kJ/mol
frontier orbital gap: 7.4 eV
energy: -4874.93688 a.u.


4.
Below is a molecular structure, C31H50AsN2O4PRuSSi3, with properties calculated with ωB97M-V with the def2-TZVPD basis set.

ORCA input file:
```
! RIJCOSX wB97M-V def2-TZVPD def2/J DEFGRID3
* xyz -1 6
Ru -0.62582 -1.75267 0.25636
N 1.35252 -0.91804 -1.06323
C 2.57736 -1.43777 -0.67356
C 3.64076 -0.58045 -0.38851
C 4.88181 -1.08509 -0.04361
C 5.07963 -2.45607 0.00387
C 4.01180 -3.30980 -0.22621
C 2.74595 -2.82714 -0.54574
C 1.59910 -3.76599 -0.64032
C 1.76872 -4.97330 -1.31873
C 0.76932 -5.93379 -1.34070
C -0.38876 -5.73347 -0.60602
C -0.55676 -4.54573 0.09241
C 0.39327 -3.51846 0.04609
H 1.28962 0.08443 -1.13858
H 0.82501 -1.42897 -1.76066
H 3.47051 0.48989 -0.43969
H 5.69144 -0.40510 0.19074
H 6.05568 -2.85953 0.24137
H 4.14780 -4.37918 -0.12310
H 2.68948 -5.14119 -1.86572
H 0.89702 -6.83754 -1.92432
H -1.16786 -6.48591 -0.59632
H -1.45421 -4.41727 0.69060
O -1.47483 -2.19681 -1.87929
C -2.50966 -2.24955 -1.12062
N -2.73477 -1.18679 -0.20742
S -3.61230 -1.84064 1.00223
O -2.68648 -2.48507 1.93117
O -4.52254 -0.89931 1.61642
C -4.37908 -3.08980 0.03601
C -5.43797 -3.92508 0.28262
C -5.69717 -4.95144 -0.62454
C -4.83112 -5.15074 -1.72399
C -3.74715 -4.34234 -1.95585
C -3.50791 -3.24735 -1.08707
H -6.05376 -3.77696 1.16196
H -6.54197 -5.61006 -0.47628
H -5.03514 -5.97472 -2.39879
H -3.08325 -4.50903 -2.79469
C -3.30559 1.96377 -0.11170
P -2.21228 1.25635 -1.38208
C -3.13032 0.47143 -2.76426
C -1.78905 2.83504 -2.25113
O -0.87536 0.73877 -0.92291
H -4.16490 2.42448 -0.60085
H -2.71888 2.73221 0.39589
H -3.65341 1.23100 0.60406
H -3.46693 1.24410 -3.45444
H -3.98124 -0.10548 -2.41399
H -2.43857 -0.20274 -3.26694
H -2.67466 3.40629 -2.53243
H -1.20564 2.60910 -3.14525
H -1.17349 3.43812 -1.58086
C -1.10963 0.10071 3.07455
Si 0.19362 -1.13956 2.39241
C 0.27778 -2.59085 3.64797
C 1.84762 -0.21196 2.73176
H -0.84271 0.45237 4.07429
H -2.08814 -0.37421 3.12562
H -1.19190 0.96726 2.41261
H 0.46450 -2.22735 4.66102
H 1.07097 -3.29184 3.38202
H -0.66988 -3.13075 3.64054
H 1.98078 -0.09145 3.80907
H 1.84707 0.77943 2.27646
H 2.70817 -0.76056 2.34456
C 1.10396 5.10479 -2.35323
Si 2.12914 3.70741 -1.55543
C 3.81696 4.49831 -1.15089
C 2.43355 2.43216 -2.93072
As 1.23038 2.53512 0.25249
Si 1.17888 4.26135 1.82618
C -0.04122 3.78806 3.19492
C 2.86852 4.47561 2.67859
C 0.66994 6.00777 1.25779
H 1.74971 5.84626 -2.82656
H 0.49693 5.62698 -1.61208
H 0.42867 4.70882 -3.11264
H 4.35492 4.78564 -2.05550
H 4.44536 3.80403 -0.58966
H 3.68282 5.39317 -0.53950
H 2.70326 2.89938 -3.87913
H 1.52933 1.83998 -3.09110
H 3.23557 1.74377 -2.65580
H 0.21314 2.80828 3.60207
H -1.05913 3.72008 2.80652
H -0.04138 4.50633 4.01615
H 3.21559 3.51604 3.06650
H 2.81150 5.17776 3.51167
H 3.62295 4.84029 1.97923
H -0.30209 5.98626 0.76063
H 1.39397 6.42892 0.55748
H 0.59250 6.68759 2.10779
*
```

HOMO level (alpha / beta): -2.3 / -5.4 eV
ΔE to the lowest compared entry with this formula, charge and spin: 317.3 kJ/mol
frontier orbital gap (alpha / beta): 4.6 / 6.0 eV
energy: -5560.49297 a.u.


5.
Below is a gas-phase ion, C10H19BF5N2O3 (charge +1), with properties calculated with ωB97M-V with the def2-TZVPD basis set.

ORCA input file:
```
! RIJCOSX wB97M-V def2-TZVPD def2/J DEFGRID3
* xyz 1 1
C 0.71372 -4.71510 -0.79134
C 1.96795 -3.99838 -0.29140
C 1.90413 -2.46564 -0.33643
C 0.56588 -1.91543 0.12500
O 0.75565 -0.57075 0.67584
N -0.03524 0.39475 0.04220
C -1.45423 0.31417 0.58089
C -2.12547 1.68333 0.61932
B -3.73241 1.59787 0.57269
N -4.40263 0.70685 1.43926
O -4.42303 2.38476 -0.29799
O -1.60707 2.43740 -0.46690
C -0.31765 2.89786 -0.16106
C 0.64836 1.72231 0.20357
C 1.91283 1.77844 -0.67928
F 1.54680 1.95803 -1.96420
F 2.61559 0.64023 -0.63224
C 2.87644 2.91877 -0.26324
F 2.30763 4.10553 -0.49445
F 4.00507 2.82896 -0.93927
F 3.12581 2.81923 1.04547
H 0.79485 -5.78210 -0.58395
H -0.20471 -4.37840 -0.30552
H 0.60323 -4.61458 -1.87308
H 2.23084 -4.33625 0.71349
H 2.79578 -4.30081 -0.93536
H 2.08516 -2.14090 -1.36464
H 2.68625 -2.02470 0.28338
H 0.12072 -2.51666 0.91868
H -0.15792 -1.87359 -0.69445
H -0.06737 0.19394 -0.96548
H -1.35392 -0.10919 1.57889
H -1.97376 -0.40345 -0.05240
H -1.86083 2.17727 1.56707
H -5.31578 0.97031 1.78619
H -3.87171 0.29132 2.19213
H -4.00242 2.51000 -1.15414
H 0.04280 3.43711 -1.03088
H -0.35097 3.58899 0.68665
H 0.95161 1.78849 1.24697
*
```

HOMO level: -13.8 eV
frontier orbital gap: 10.9 eV
SMILES: CCCCO[N@H+]1C[C@H](B(N)O)OC[C@@H]1C(F)(F)C(F)(F)F
energy: -1251.64313 a.u.


6.
Below is a molecular structure, C49H51As2N2O3OsS, with properties calculated with ωB97M-V with the def2-TZVPD basis set.

ORCA input file:
```
! RIJCOSX wB97M-V def2-TZVPD def2/J DEFGRID3
* xyz 3 5
Os -0.45193 -0.04799 0.02816
C -2.37281 1.83031 2.40383
O -1.07134 1.33364 2.06772
C -0.13221 1.26781 3.06138
C -0.26453 1.92043 4.27211
C 0.70765 1.79149 5.25216
C 1.79778 0.96709 5.02643
C 1.93024 0.30679 3.81940
C 0.99080 0.45856 2.79007
N 1.05561 -0.13331 1.53109
N 2.11859 -1.06665 1.35241
C 2.91108 -0.73383 0.14954
C 2.25614 -0.94657 -1.10602
O 1.08088 -1.40898 -1.13385
C 2.97216 -0.62065 -2.30168
C 4.23422 -0.14975 -2.22697
C 4.90128 0.04269 -0.96911
C 6.20386 0.52798 -0.91859
C 6.85722 0.70218 0.29234
C 6.21445 0.37095 1.49335
C 4.92596 -0.09079 1.48055
C 4.21877 -0.25760 0.25498
H -2.34774 2.90697 2.57583
H -2.76188 1.31633 3.28318
H -3.00436 1.62053 1.54380
H -1.12937 2.53924 4.46768
H 0.61009 2.32870 6.18481
H 2.54634 0.82429 5.79350
H 2.79624 -0.33919 3.71760
H 2.46231 -0.75465 -3.24659
H 4.77930 0.09336 -3.13107
H 6.70998 0.75816 -1.84779
H 7.86769 1.08774 0.31120
H 6.74164 0.47549 2.43172
H 4.47394 -0.33310 2.43484
C -1.99783 -2.87244 -1.20445
C -2.41908 -2.96363 0.25546
As -1.13137 -1.94680 1.33332
C -1.81503 -1.85723 3.13669
C -3.16096 -1.56272 3.34138
C -3.65357 -1.48493 4.63437
C -2.80286 -1.68125 5.71482
C -1.45930 -1.96443 5.50751
C -0.95935 -2.04911 4.21772
C 0.47474 -3.03191 1.49424
C 0.31936 -4.41153 1.62975
C 1.41016 -5.26363 1.66484
C 2.69125 -4.74754 1.54543
C 2.87063 -3.37976 1.42286
C 1.76993 -2.53568 1.41273
As -1.83403 -0.99049 -1.75988
C -3.69148 -0.43082 -1.84299
C -4.10884 0.71404 -1.17358
C -5.43919 1.10628 -1.22434
C -6.35599 0.34325 -1.93291
C -5.94392 -0.80772 -2.59327
C -4.61355 -1.19439 -2.55621
C -1.32147 -1.20699 -3.61948
C -2.07814 -0.59717 -4.61660
C -1.82126 -0.89190 -5.94745
C -0.80939 -1.78015 -6.28192
C -0.03387 -2.36164 -5.28727
C -0.28467 -2.07534 -3.95400
H -2.72398 -3.36316 -1.85190
H -1.03260 -3.35663 -1.36841
H -2.51346 -3.99081 0.60482
H -3.38766 -2.47799 0.39919
H -3.82567 -1.40722 2.49861
H -4.70214 -1.27634 4.79911
H -3.18979 -1.61568 6.72291
H -0.80087 -2.12957 6.34970
H 0.08538 -2.28475 4.05402
H -0.68009 -4.82009 1.71138
H 1.26005 -6.32827 1.78240
H 3.55137 -5.40268 1.55257
H 3.87486 -2.97983 1.33492
H 2.75659 -0.93458 2.13942
H -3.38649 1.29731 -0.61453
H -5.75904 2.00504 -0.71344
H -7.39343 0.64667 -1.97215
H -6.65817 -1.40366 -3.14549
H -4.29495 -2.07703 -3.09833
H -2.87119 0.09243 -4.35572
H -2.42312 -0.43359 -6.72066
H -0.62808 -2.02462 -7.31997
H 0.75940 -3.04891 -5.54973
H 0.32232 -2.52514 -3.18012
C 1.33667 3.38881 -3.93355
C 0.02380 4.12619 -3.67525
C -1.05295 3.25056 -3.04655
S -1.12761 3.05385 -1.22282
O -0.20025 1.85515 -0.94416
C -0.29689 4.50613 -0.49369
C 1.22627 4.49918 -0.41194
C 1.77669 3.63884 0.72705
H 2.11051 4.09434 -4.23372
H 1.21820 2.66607 -4.74183
H 1.69088 2.85052 -3.05261
H -0.37283 4.47154 -4.63122
H 0.18753 5.02350 -3.07718
H -0.97222 2.21503 -3.38682
H -2.05661 3.61362 -3.27748
H -0.73239 4.55987 0.50638
H -0.68813 5.35019 -1.06581
H 1.53071 5.53443 -0.24815
H 1.66187 4.19106 -1.35986
H 1.36954 3.96280 1.68776
H 2.86099 3.74010 0.77801
H 1.53796 2.58535 0.59008
*
```

HOMO level (alpha / beta): -15.3 / -15.3 eV
ΔE to the lowest compared entry with this formula, charge and spin: 99.5 kJ/mol
frontier orbital gap (alpha / beta): 7.9 / 4.8 eV
energy: -7192.41747 a.u.